84
Properties=species:S:1:pos:R:3:forces:R:3:lowdin_charge:R:1 method="wB97M-V/def2-TZVPD" homo_lumo_gap_ha=0.2977 smiles="COCCCC[C@@]1(CCC(=O)Nc2ccccc2)OC(=O)O[C@]1(ON=O)[C@H](C)F.CCOC(=O)OC.CCOC(=O)OC" lumo_ha=-0.0196 charge=0
C 2.9132 2.9530 2.2461 0.9 0.8 0.2 -0.147
O 1.7687 2.0946 1.9040 1.1 0.6 1.8 -0.282
C 1.1170 1.5739 3.1241 -0.2 -0.8 -0.4 -0.203
C 0.3232 0.1694 2.6884 0.5 0.6 -0.2 -0.157
C -1.1825 0.1046 3.3762 0.4 0.0 -0.7 -0.160
C -2.3358 0.2535 2.1741 -0.2 0.9 1.3 -0.069
C -3.3747 -1.0111 2.1054 -1.2 0.0 -0.7 -0.241
C -2.9204 -2.4322 1.4313 0.6 -0.5 -1.5 -0.082
C -1.3476 -2.8428 1.6460 0.4 -1.2 -0.8 -0.080
C -0.3570 -2.3289 0.3998 -3.2 3.7 -2.1 -0.254
O -0.8100 -1.3305 -0.3611 3.3 -5.9 4.2 -0.029
N 0.9353 -3.0915 0.2281 0.1 2.6 -0.1 0.004
C 2.1577 -2.2054 0.2126 4.6 2.0 0.2 -0.179
C 2.3525 -0.8025 -0.6115 2.0 -0.4 1.1 -0.008
C 3.7252 0.1193 -0.6257 0.5 -4.0 2.7 -0.054
C 5.0464 -0.4213 0.2306 -3.9 -2.2 0.0 -0.072
C 4.8920 -1.8385 1.0946 -2.7 1.3 -2.2 -0.081
C 3.4788 -2.7261 1.0934 0.7 3.4 -1.9 -0.013
O -3.8885 -1.4575 3.4409 -3.0 0.2 0.2 -0.018
C -5.3509 -1.7622 3.3710 -1.4 -0.4 3.0 -0.206
O -6.1926 -1.9612 4.3878 6.3 1.1 -7.6 0.060
O -5.6006 -1.7482 1.8937 -0.1 2.1 3.3 -0.014
C -4.8552 -0.5012 1.5158 0.9 -3.2 -0.4 -0.232
O -5.4563 0.4700 2.4425 0.1 -0.9 -1.1 -0.018
N -5.4897 1.7145 1.9373 -2.3 3.1 0.7 -0.015
O -6.3037 2.4265 2.5119 2.7 -2.5 -1.3 0.055
C -5.0382 -0.3354 -0.1027 0.5 -0.1 -1.2 -0.133
C -5.6450 -1.6435 -0.8805 -0.2 0.0 -1.2 -0.055
F -3.6653 -0.1042 -0.6875 -2.9 -0.4 1.5 -0.093
H 3.1886 3.6920 1.3553 -1.0 -1.7 1.7 0.101
H 2.6781 3.6310 3.1986 0.5 -1.5 -2.0 0.102
H 3.9147 2.3363 2.4511 -2.3 1.0 -0.3 0.100
H 0.3550 2.4017 3.4889 1.5 -1.7 -0.5 0.131
H 1.9383 1.3190 3.9296 -1.7 0.7 -1.4 0.131
H 1.0050 -0.7571 2.9647 -1.4 1.9 -0.5 0.115
H 0.2719 0.2095 1.4967 0.0 -0.1 2.7 0.101
H -1.2550 1.0139 4.1124 -0.1 -1.8 -1.4 0.106
H -1.3580 -0.8769 4.0104 0.4 2.1 -1.4 0.110
H -1.8502 0.5426 1.1268 -1.2 -1.2 2.3 0.134
H -2.9581 1.2219 2.4907 1.1 -2.3 -0.8 0.123
H -3.5567 -3.3658 1.8173 1.3 2.5 -0.5 0.148
H -3.1008 -2.4199 0.2526 0.5 0.2 2.6 0.119
H -1.3082 -4.0340 1.5709 0.0 2.5 0.2 0.130
H -0.9091 -2.5868 2.7076 -0.8 -0.3 -2.3 0.119
H 0.9101 -3.7772 -0.5580 -0.1 1.0 0.8 0.134
H 1.4461 -0.3732 -1.2595 2.1 -1.2 1.7 0.099
H 3.8039 1.1415 -1.2180 -0.4 -2.5 1.4 0.091
H 6.0769 0.1794 0.2460 -2.6 -1.5 0.0 0.087
H 5.8468 -2.2264 1.6961 -2.5 0.9 -1.4 0.084
H 3.4730 -3.7224 1.7398 -0.2 2.4 -1.6 0.087
H -5.6777 0.5914 -0.4410 1.4 -1.7 1.1 0.161
H -6.6800 -2.0299 -0.4641 2.3 0.9 -0.5 0.106
H -4.8759 -2.5395 -1.0053 -1.6 2.0 0.7 0.097
H -5.8747 -1.2876 -1.9968 0.6 -0.6 2.5 0.105
C 9.6213 -2.4472 -5.1358 0.1 -0.3 0.1 -0.071
C 8.5020 -1.5875 -4.5735 0.6 0.2 -0.2 -0.220
O 7.4199 -2.3945 -4.0926 -0.2 -0.4 1.0 0.021
C 7.6320 -3.0229 -2.9086 0.6 0.0 0.1 -0.548
O 8.6485 -2.9523 -2.2320 -1.5 -0.1 -0.9 0.101
O 6.5369 -3.7653 -2.6201 0.8 0.7 -0.3 -0.006
C 6.6778 -4.5645 -1.4479 0.0 -0.3 0.5 -0.054
H 9.2358 -3.1262 -5.9034 0.0 0.2 0.0 0.082
H 10.4061 -1.8232 -5.5730 -0.1 0.0 0.0 0.080
H 10.0745 -3.0717 -4.3600 -0.1 0.2 0.0 0.073
H 8.0957 -0.9585 -5.3735 -0.2 -0.3 0.2 0.123
H 8.8614 -0.9152 -3.7861 -0.1 -0.3 0.0 0.124
H 6.9676 -3.9577 -0.5841 0.1 -0.1 -0.2 0.087
H 7.4099 -5.3586 -1.6254 0.0 0.2 0.1 0.098
H 5.7108 -5.0270 -1.2340 0.1 0.2 -0.3 0.092
C -6.6659 5.8458 -0.1213 0.1 0.2 -0.2 -0.064
C -5.9147 4.5271 -0.0487 -0.3 0.4 0.6 -0.230
O -5.5887 4.0435 -1.3577 0.9 0.2 -0.7 0.017
C -4.5649 4.6771 -1.9839 0.1 0.6 0.4 -0.548
O -3.9097 5.6037 -1.5278 -0.9 -1.5 -0.7 0.106
O -4.4134 4.1273 -3.2121 -0.2 0.2 1.0 -0.008
C -3.4351 4.7811 -4.0170 0.4 0.2 -0.4 -0.053
H -7.5490 5.7502 -0.7613 0.0 -0.1 0.2 0.083
H -6.9808 6.1669 0.8758 0.0 -0.1 -0.1 0.082
H -6.0456 6.6363 -0.5543 0.0 -0.2 0.2 0.074
H -6.5587 3.7720 0.4158 0.2 0.0 -0.4 0.097
H -5.0130 4.6058 0.5691 -0.1 0.0 -0.3 0.126
H -2.4707 4.8408 -3.5025 -0.3 0.1 0.0 0.098
H -3.7882 5.7797 -4.2931 0.2 -0.1 0.2 0.099
H -3.3014 4.1966 -4.9308 -0.2 -0.1 0.3 0.094


74
Properties=species:S:1:pos:R:3:forces:R:3:lowdin_charge:R:1 method="wB97M-V/def2-TZVPD" homo_lumo_gap_ha=0.2383 smiles="[H]/N=C/Cc1n[n+](C)c(N=C(C)C)c(COc2cc(C)ccc2C(C)C)c1CCCCCOC" lumo_ha=-0.1488 charge=+1
C 1.3114 -5.3395 3.4744 -0.2 0.3 1.0 -0.138
O 1.0627 -4.9743 2.0611 2.5 -0.3 0.9 -0.281
C 2.3235 -5.1136 1.3080 1.0 0.4 -1.5 -0.216
C 2.4023 -4.1109 -0.0208 0.3 -0.7 -0.4 -0.178
C 1.0453 -4.1271 -0.9401 -0.3 -0.6 0.1 -0.203
C -0.1935 -3.2165 -0.3703 -0.6 -0.2 -0.9 -0.200
C 0.2788 -1.7214 0.1942 -1.1 -1.1 -0.1 -0.140
C -1.1296 -0.8828 0.4536 -0.9 1.6 -0.5 0.017
C -1.9198 -1.1320 1.8542 -1.7 1.8 -2.3 -0.066
C -1.3215 -2.1883 3.0043 0.5 0.9 -0.2 -0.090
C -0.0510 -1.3968 3.7451 2.8 -2.5 0.4 -0.168
N 1.0931 -2.0992 4.0626 -4.5 3.9 -1.1 0.069
N -3.2023 -0.4283 2.0895 4.8 -2.0 -2.3 0.112
N -3.6660 0.4012 1.1276 -0.7 1.9 -3.1 -0.147
C -5.0378 1.0289 1.4814 -1.2 -0.1 1.3 -0.034
C -3.1486 0.8479 -0.2049 4.3 -2.1 -0.8 -0.040
N -3.8437 1.8161 -1.1648 1.2 1.5 5.2 0.089
C -3.6475 3.1221 -0.7959 -0.8 -0.9 -0.2 -0.246
C -4.9407 4.1475 -1.0690 0.6 -1.0 -0.9 -0.048
C -2.3214 3.7630 -0.0816 -0.5 1.3 0.5 -0.050
C -1.6959 0.1651 -0.6783 -1.8 -1.6 4.7 0.053
C -0.9480 0.4629 -2.1046 0.0 -1.2 -0.4 -0.144
O -0.4328 1.8300 -2.2697 1.6 -0.8 2.2 -0.178
C 0.7889 2.0716 -1.4880 4.6 0.9 2.3 -0.112
C 0.8427 2.2569 0.1663 2.2 0.2 -1.5 0.019
C 2.2014 2.5448 1.0370 0.0 -0.1 -3.5 -0.190
C 2.0494 2.7093 2.6655 -0.4 -0.8 -0.4 -0.124
C 3.6591 2.6562 0.2875 -4.4 -0.8 -2.4 -0.016
C 3.6589 2.5020 -1.3611 -3.1 -0.3 2.2 0.003
C 2.2674 2.2314 -2.2476 0.2 0.1 2.9 -0.049
C 2.4559 2.1382 -3.8727 0.1 0.4 0.3 -0.377
C 1.4406 3.1830 -4.6611 0.7 0.1 0.3 -0.103
C 2.3557 0.5846 -4.3845 0.9 0.0 0.4 -0.102
H 1.3923 -6.5020 3.5795 -0.1 2.1 -0.2 0.103
H 0.4142 -4.9327 4.1296 1.8 -1.0 -1.6 0.092
H 2.2840 -4.8014 3.9098 -2.1 -1.2 -1.1 0.100
H 3.2883 -4.8477 1.9486 -2.2 -0.6 -1.0 0.131
H 2.4781 -6.2067 0.8719 -0.6 2.0 1.2 0.137
H 2.7566 -3.0343 0.2704 -0.9 -2.0 -0.5 0.104
H 3.2727 -4.5732 -0.6927 -1.8 1.0 1.5 0.126
H 0.6835 -5.2641 -0.9805 0.7 2.5 0.1 0.131
H 1.2341 -3.8289 -2.0731 -0.1 -0.4 2.5 0.118
H -0.9340 -3.0419 -1.2885 1.5 -0.3 1.9 0.120
H -0.8123 -3.8309 0.4209 1.4 1.4 -1.4 0.107
H 0.8898 -1.9325 1.1733 -1.4 0.8 -1.7 0.106
H 0.9745 -1.2385 -0.6137 -1.5 -0.6 1.7 0.117
H -2.1369 -2.5094 3.7879 1.5 1.1 -1.6 0.130
H -0.9306 -3.1948 2.5081 -0.6 2.4 0.9 0.107
H -0.1346 -0.2454 3.9391 -0.1 -2.2 -0.4 0.119
H 1.7574 -1.3933 4.4813 -0.8 -0.9 -0.4 0.053
H -5.7363 1.1239 0.5438 1.8 0.0 1.7 0.108
H -4.8407 2.0396 2.0480 -0.4 -1.9 -1.4 0.113
H -5.6313 0.3390 2.2542 1.8 1.3 -1.8 0.122
H -5.2063 4.0323 -2.2214 0.5 0.5 2.5 0.105
H -4.6985 5.2635 -0.7780 -0.5 -2.5 -0.7 0.090
H -5.8829 3.7160 -0.4756 2.3 1.0 -1.2 0.098
H -2.5502 4.9226 0.0867 0.4 -2.6 -0.4 0.097
H -2.1023 3.3388 1.0036 -0.5 0.6 -2.4 0.093
H -1.3431 3.7446 -0.7514 -2.3 -0.5 1.3 0.093
H -0.0237 -0.2653 -2.3050 -2.2 1.3 1.0 0.124
H -1.7244 0.2234 -2.9704 1.5 1.0 1.9 0.161
H -0.1775 2.1911 0.7678 2.5 0.1 -1.4 0.067
H 2.8400 3.4486 3.1136 -1.5 -1.5 -1.0 0.087
H 2.1919 1.6243 3.1216 -0.1 2.3 -0.8 0.076
H 0.9559 3.0491 3.0046 2.4 -0.6 -1.0 0.086
H 4.6120 2.8345 0.9465 -2.0 -0.4 -1.7 0.095
H 4.6910 2.5763 -1.9501 -2.6 -0.2 1.4 0.101
H 3.5553 2.5150 -4.1259 -2.3 -0.9 0.8 0.134
H 0.4758 2.6023 -4.9924 1.8 1.4 0.7 0.084
H 1.2202 4.0961 -3.9398 0.2 -2.0 -1.5 0.091
H 2.0223 3.6483 -5.5868 -1.4 -1.2 1.8 0.092
H 2.4142 0.5566 -5.5658 -0.3 -0.1 2.5 0.098
H 3.3054 0.0223 -3.9363 -2.0 1.1 -1.1 0.094
H 1.4188 0.0027 -3.9607 1.7 1.4 -1.1 0.067


84
Properties=species:S:1:pos:R:3:forces:R:3:lowdin_spin:R:1 method="wB97M-V/def2-TZVPD" homo_lumo_gap_ha="0.2974 / 0.2935" spin_multiplicity=2 lumo_ha="0.0067 / 0.0017" charge=0 relative_energy_kcal_mol=11.51
Mn -0.3296 -0.0521 0.8889 0.1 0.1 -0.4 1.002
C -3.7283 -1.4758 0.5417 0.0 0.0 -0.1 -0.002
As -2.1644 -0.9269 -0.4849 -0.2 0.0 -0.2 -0.005
C -3.0020 0.2745 -1.7672 0.1 0.0 0.1 0.000
C -1.9295 -2.4269 -1.7346 -0.1 0.1 0.0 -0.002
C -1.1122 -3.6506 -1.3078 0.1 0.0 0.0 0.000
C -1.5356 -4.0988 0.0947 0.0 0.0 0.0 0.000
C 0.3915 -3.3424 -1.3351 -0.1 0.1 0.1 -0.002
As 1.0646 -2.1135 0.0506 0.2 -0.3 0.1 -0.001
C 1.5688 -3.4183 1.4207 0.0 0.0 0.0 -0.002
C 2.8812 -1.9268 -0.6557 0.0 0.0 -0.1 0.002
C -1.4148 -4.8208 -2.2657 0.0 0.0 0.0 0.000
As -1.0182 -4.8966 -4.2215 0.1 0.0 0.1 0.000
C 0.8988 -5.3344 -4.1450 0.0 0.0 0.0 0.000
C -0.7963 -3.0432 -4.8540 0.0 0.0 0.0 0.000
H -4.3935 -2.0838 -0.0710 0.0 0.0 0.0 0.000
H -4.2553 -0.5747 0.8528 0.0 0.0 0.0 0.000
H -3.4254 -2.0364 1.4238 0.0 0.0 0.0 0.000
H -3.8648 -0.2125 -2.2206 0.0 0.0 0.0 0.000
H -2.2768 0.5226 -2.5421 0.0 0.0 0.0 0.000
H -3.2971 1.1805 -1.2436 0.0 0.0 0.0 0.000
H -1.4911 -1.9771 -2.6245 0.0 0.0 0.0 0.000
H -2.9444 -2.7328 -2.0069 0.0 0.0 0.0 0.000
H -1.3733 -3.3122 0.8394 0.0 0.0 0.0 0.000
H -0.9661 -4.9756 0.4111 0.0 0.0 0.0 0.000
H -2.5963 -4.3600 0.1128 0.0 0.0 0.0 0.000
H 0.6595 -2.9020 -2.2968 0.0 0.0 0.0 0.000
H 0.9669 -4.2667 -1.2387 0.0 0.0 0.0 0.000
H 1.9431 -4.3169 0.9293 0.0 0.0 0.0 0.000
H 0.7387 -3.6682 2.0726 0.0 0.0 0.0 0.000
H 2.3765 -2.9877 2.0139 0.0 0.0 0.0 0.000
H 3.3352 -2.9159 -0.7121 0.0 0.0 0.0 0.000
H 3.4618 -1.2969 0.0201 0.0 0.0 0.0 0.000
H 2.8763 -1.4934 -1.6553 0.0 0.0 0.0 0.000
H -2.4813 -5.0493 -2.1920 0.0 0.0 0.0 0.000
H -0.8942 -5.7110 -1.8944 0.0 0.0 0.0 0.000
H 1.0252 -6.3098 -3.6755 0.0 0.0 0.0 0.000
H 1.4819 -4.5944 -3.5996 0.0 0.0 0.0 0.000
H 1.2754 -5.3998 -5.1656 0.0 0.0 0.0 0.000
H -1.7552 -2.5284 -4.8856 0.0 0.0 0.0 0.000
H -0.4291 -3.1267 -5.8777 0.0 0.0 0.0 0.000
H -0.0813 -2.4540 -4.2820 0.0 0.0 0.0 0.000
C -2.1257 -0.7585 4.7008 0.0 0.0 0.1 -0.002
C -1.8051 -0.3580 3.3009 0.2 -0.1 -0.1 -0.003
N -0.8443 -0.8804 2.6088 -0.1 0.0 0.3 0.005
O -0.0191 -1.7383 3.3336 0.1 -0.1 0.0 0.001
C -2.5075 0.6862 2.6241 -0.1 0.1 -0.2 0.017
C -3.8127 1.2360 3.0990 0.0 0.0 0.0 0.003
N -1.9265 1.1013 1.5086 0.0 -0.2 0.6 -0.014
O -2.5311 2.0034 0.8346 0.1 0.2 -0.3 -0.020
H -1.2102 -0.9741 5.2470 0.0 0.0 0.0 0.000
H -2.7334 -1.6671 4.7091 0.0 0.0 0.0 0.000
H -2.6845 0.0272 5.2028 0.0 0.0 0.0 0.000
H 0.8647 -1.4126 3.0771 0.0 0.0 0.0 0.000
H -4.4380 0.4482 3.5225 0.0 0.0 0.0 0.000
H -4.3268 1.7031 2.2611 0.0 0.0 0.0 0.000
H -3.6783 2.0022 3.8677 0.0 0.0 0.0 0.001
O 5.4844 2.0404 2.9357 0.0 0.0 0.0 0.000
S 4.6002 2.0125 1.8075 0.0 0.0 0.0 0.000
O 5.1781 2.1730 0.4982 -0.1 0.0 0.0 0.000
N 3.6459 0.6771 1.8299 0.1 0.1 -0.1 -0.001
C 2.3862 0.9949 1.9746 0.0 -0.2 0.0 0.002
O 1.4538 0.1272 1.9535 -0.1 0.3 0.1 0.007
C 2.1104 2.4615 2.1394 0.0 0.0 0.0 0.000
C 0.9081 3.1079 2.3712 0.0 -0.1 0.0 0.001
C 0.9177 4.4940 2.4617 0.0 0.0 0.0 0.000
C 2.1009 5.2129 2.3239 0.0 0.0 0.0 0.000
C 3.3123 4.5628 2.1130 0.0 0.0 0.0 0.000
C 3.2813 3.1865 2.0330 0.0 -0.1 0.0 0.000
H -0.0123 2.5503 2.4765 -0.1 -0.1 0.0 0.001
H -0.0106 5.0253 2.6298 0.0 0.0 0.0 0.000
H 2.0758 6.2935 2.3872 0.0 0.0 0.0 0.000
H 4.2418 5.1101 2.0247 0.0 0.0 0.0 0.000
I -0.3786 5.4674 -1.3982 0.0 0.0 0.0 0.000
C 0.5968 3.6352 -1.2252 -0.1 0.1 0.0 -0.001
C 1.9179 3.4914 -1.6023 0.0 0.0 0.0 0.005
C 2.4904 2.2382 -1.4584 0.0 0.0 0.0 -0.001
C 1.7352 1.2157 -0.9240 -0.1 -0.1 0.1 0.004
N 0.4594 1.3534 -0.5239 0.3 0.1 -0.1 0.000
C -0.0978 2.5614 -0.6918 -0.2 -0.2 0.0 0.005
H 2.4892 4.3255 -1.9870 0.0 0.0 0.0 0.000
H 3.5293 2.0641 -1.6971 0.0 0.0 0.0 0.000
H 2.1836 0.2525 -0.7589 0.0 0.1 0.0 0.000
H -1.1247 2.6523 -0.3524 0.0 0.0 0.0 0.000